{
  "formula": "C3ClF2O2",
  "method": "ωB97M-V with the def2-TZVPD basis set",
  "symbols": ["C", "C", "C", "O", "O", "F", "F", "Cl"],
  "xyz": [[0.20829, -0.70618, 0.58273], [1.46897, -0.36468, 0.17025], [-2.08363, 0.89005, -0.63627], [-1.47972, 1.82326, -0.37422], [-2.66969, -0.06179, -0.94534], [0.10339, -1.37551, 1.84086], [2.69544, -0.68989, 0.73502], [1.75694, 0.48475, -1.37303]],
  "atomic_forces_ev_per_a": [[0.7461, 0.8480, -0.7271], [-1.2340, -0.9176, 0.8045], [0.1128, -1.9482, -0.3259], [0.4953, 1.8271, 0.4100], [-0.5782, 0.0989, -0.0824], [0.9182, 0.2954, -0.7090], [-0.2756, 0.2209, -0.1076], [-0.1846, -0.4245, 0.7374]],
  "lumo_energy_ev": 3.571,
  "homo_lumo_gap_ev": 7.0,
  "total_charge": -1,
  "homo_energy_ev": -3.5,
  "e_above_lowest_kj_mol": 91.7
}